[1]
Formula: C46H58BaN4O4P2S5Si
Source: the Open Molecules 2025 dataset
Level of theory: ωB97M-V with the def2-TZVPD basis set

Geometry (Å):
C1 2.10 4.00 -2.20
C2 -1.25 4.20 5.96
H1 0.32 -7.36 -0.52
H2 2.62 4.93 -2.04
N1 -3.58 -6.61 1.00
H3 1.91 -5.57 0.18
S1 0.98 -1.19 4.56
H4 1.89 -4.65 -4.31
C3 4.52 0.45 -1.26
H5 -3.59 3.49 -0.85
H6 -1.82 3.36 6.36
H7 7.99 1.64 -0.02
H8 -0.15 1.70 5.34
C4 -3.32 -2.14 -5.13
O1 -1.70 0.87 2.77
H9 -3.38 -0.65 1.37
C5 3.10 -3.20 -3.25
H10 2.35 -0.06 -4.07
H11 -3.38 -1.53 4.36
C6 -3.99 4.81 2.32
C7 2.74 2.80 -1.93
C8 4.53 -5.46 -2.36
H12 -0.57 4.55 6.74
C9 2.74 -4.49 -3.66
C10 -0.46 3.76 4.73
C11 5.97 1.19 0.53
H13 -4.84 4.17 2.59
C12 5.58 0.58 -2.14
H14 -1.39 5.29 1.58
N2 -3.48 -4.14 0.96
C13 0.35 4.93 4.17
C14 4.73 0.74 0.09
S2 0.33 2.55 1.30
H15 0.72 -1.33 -4.64
O2 -1.97 0.97 -0.69
H16 0.85 4.62 3.25
C15 0.44 2.58 5.06
P1 -0.13 -2.03 -2.47
H17 5.06 -6.33 -1.99
C16 -4.13 -1.48 -2.97
H18 -2.29 1.52 0.05
C17 -2.84 -1.56 -2.46
C18 4.89 -4.19 -1.95
H19 1.10 2.83 5.89
S3 3.44 -2.86 3.02
P2 2.80 -0.07 -1.68
H20 -1.47 4.63 -0.05
C19 0.78 4.00 -2.64
H21 -3.35 4.90 3.19
Ba1 0.33 -0.60 1.64
H22 -4.94 3.25 0.26
H23 -1.94 5.00 5.71
C20 -4.15 3.94 -0.03
H24 -0.91 2.78 -3.15
H25 6.11 1.40 1.58
H26 -4.60 4.87 -0.37
C21 0.12 2.80 -2.82
O3 -2.75 2.90 1.56
C22 0.77 1.61 -2.54
C23 3.44 -5.60 -3.22
S4 3.22 -2.13 1.08
C24 -2.03 -2.23 -4.62
C25 -0.80 -6.06 -1.79
H27 -4.37 5.79 2.05
H28 1.63 -3.30 -0.64
H29 -5.37 -1.70 -4.71
C26 -2.39 -3.44 0.87
H30 -3.82 2.13 3.88
C27 2.92 -0.75 -3.44
H31 3.76 2.82 -1.56
H32 -1.77 -4.54 -2.96
C28 -1.78 -1.94 -3.28
H33 -4.45 0.69 4.69
H34 0.28 4.94 -2.84
H35 1.05 2.30 4.20
H36 7.65 1.10 -2.41
C29 -3.85 0.00 2.11
C30 -3.22 4.19 1.16
H37 -2.13 -1.77 3.16
H38 -2.47 6.05 0.38
H39 3.93 0.59 0.80
C31 -4.37 -1.77 -4.31
C32 0.98 -2.16 -3.97
C33 -0.95 -4.77 -2.29
H40 5.70 -4.05 -1.25
H41 0.23 0.67 -2.67
O4 -1.45 3.40 3.76
H42 1.10 5.25 4.90
H43 0.76 -3.08 -4.51
H44 -0.31 5.77 3.95
S5 3.05 -1.30 4.29
H45 -2.87 1.36 5.15
H46 -1.23 -2.54 -5.27
H47 -4.14 0.93 1.63
H48 5.46 0.37 -3.20
H49 4.50 -2.11 -2.00
H50 3.12 -6.58 -3.54
C34 6.83 1.01 -1.70
Si1 -1.38 2.47 2.40
C35 -0.07 -3.77 -1.89
H51 -1.06 1.29 -0.81
C36 7.02 1.32 -0.36
C37 4.20 -3.07 -2.39
C38 0.23 -6.35 -0.92
C39 -3.55 1.17 4.31
N3 -1.50 -2.69 0.79
C40 -2.50 -1.07 3.91
H52 -4.75 -0.51 2.48
H53 3.95 -0.73 -3.78
C41 -3.46 -5.45 0.98
H54 -2.66 -1.32 -1.42
C42 2.09 1.58 -2.09
C43 -2.07 5.09 0.74
H55 -3.50 -2.36 -6.18
C44 0.95 -4.07 -1.00
H56 -1.74 -0.94 4.68
H57 -1.52 -6.82 -2.07
C45 1.11 -5.36 -0.52
C46 -2.90 0.26 3.28
N4 2.39 -2.08 -3.67
H58 -4.94 -1.19 -2.32

Summary:
HOMO   -1.7 eV
Net charge   -2
ΔE to the lowest compared entry with this formula, charge and spin   0.00 kcal/mol
LUMO level   3.786 eV
Calculated total energy   -144131.8219 eV


[2]
Formula: C46H58ClCsN5O3P3Se
Source: the Open Molecules 2025 dataset
Level of theory: ωB97M-V with the def2-TZVPD basis set

Geometry (Å):
P1 -12.54 18.14 -5.30
N1 -11.09 23.20 -7.59
C1 -13.41 16.56 -4.88
H1 -14.81 23.33 -5.77
C2 -10.91 17.51 -5.87
C3 -13.52 14.28 -4.06
H2 -9.38 23.23 -10.42
H3 -15.40 20.92 -2.61
C4 -10.73 16.30 -6.54
C5 -13.92 23.36 -8.40
H4 -15.56 23.37 -1.48
H5 -14.68 25.08 -5.69
H6 -10.34 25.82 -4.26
H7 -15.86 23.57 -9.43
C6 -13.96 18.82 -0.75
H8 -14.76 21.92 -3.74
C7 -12.79 15.42 -4.37
H9 -6.47 23.25 -4.27
O1 -14.15 24.02 -3.53
C8 -10.40 15.80 -0.21
C9 -11.96 27.60 -5.66
H10 -13.35 15.06 2.17
C10 -12.09 18.78 -3.59
H11 -11.80 21.24 -8.01
H12 -17.45 22.01 -2.67
C11 -15.21 24.61 -3.20
C12 -11.39 16.78 -0.01
C13 -10.52 14.57 0.40
C14 -12.52 15.25 1.50
H13 -11.68 13.29 1.71
H14 -12.82 28.18 -5.99
H15 -11.29 19.51 -3.79
H16 -15.80 21.10 1.00
C15 -14.92 14.28 -4.16
H17 -12.46 16.97 -2.47
Cl1 -6.96 19.69 -0.92
H18 -10.78 26.60 -7.22
H19 -9.38 15.00 -7.56
C16 -11.58 14.27 1.25
H20 -11.53 20.83 0.49
H21 -16.30 25.33 -7.32
H22 -11.10 28.27 -5.60
H23 -11.71 15.41 -4.25
C17 -9.81 18.35 -5.74
H24 -9.53 24.46 -8.32
C18 -11.40 25.63 -4.45
H25 -11.79 24.93 -3.75
C19 -12.52 20.43 0.34
H26 -11.11 22.74 -10.28
C20 -13.65 21.09 0.84
H27 -9.91 19.32 -5.23
H28 -15.48 13.41 -3.86
C21 -12.68 19.28 -0.44
C22 -7.38 20.67 -2.31
H29 -7.72 18.67 -6.08
H30 -14.10 17.95 -1.37
C23 -7.03 22.42 -3.87
C24 -16.12 23.70 -2.35
Se1 -9.60 22.18 -0.57
C25 -14.80 16.54 -4.99
H31 -8.85 21.71 -8.49
C26 -10.46 23.97 -8.64
H32 -9.78 13.80 0.20
C27 -16.60 22.49 -3.16
H33 -12.54 26.35 -7.34
N2 -8.92 20.97 -4.11
H34 -16.08 19.11 -0.45
C28 -8.58 20.38 -2.98
H35 -9.97 20.74 -9.47
H36 -14.92 25.04 -9.21
C29 -15.56 15.43 -4.62
C30 -8.40 16.79 -6.89
P2 -12.13 23.72 -6.43
C31 -10.87 21.76 -7.75
H37 -9.18 19.58 -2.57
C32 -8.16 22.01 -4.54
C33 -8.56 17.99 -6.21
H38 -13.18 17.24 1.07
C34 -11.67 17.72 -2.58
Cs1 -11.74 22.60 -2.72
H39 -13.19 23.40 -9.18
C35 -15.08 19.47 -0.23
H40 -5.67 21.91 -2.22
N3 -11.60 25.19 -5.85
H41 -10.50 21.30 -6.82
H42 -7.44 16.51 -7.29
C36 -15.21 24.10 -8.74
C37 -11.71 26.43 -6.64
C38 -15.85 24.35 -7.38
H43 -13.53 21.97 1.48
C39 -12.43 16.49 0.87
N4 -13.50 24.13 -7.22
C40 -12.24 26.89 -4.33
H44 -11.56 15.64 -6.65
H45 -13.29 26.62 -4.22
C41 -10.17 22.92 -9.72
H46 -16.62 23.60 -7.18
C42 -9.86 21.66 -8.90
O2 -12.28 22.53 -5.59
H47 -16.97 24.29 -2.01
O3 -15.56 25.77 -3.51
C43 -6.59 21.69 -2.74
P3 -11.13 18.40 -0.92
H48 -11.90 27.48 -3.46
H49 -12.95 19.34 -3.25
H50 -11.12 24.77 -9.01
H51 -10.79 17.20 -2.98
H52 -8.48 22.55 -5.43
H53 -16.96 22.88 -4.13
C44 -14.70 24.23 -6.37
C45 -14.91 20.61 0.58
H54 -16.62 15.45 -4.68
H55 -15.29 17.44 -5.39
H56 -9.57 16.00 -0.85
N5 -15.61 21.43 -3.46
C46 -9.49 15.94 -7.05
H57 -14.09 22.31 -8.14
H58 -12.99 13.42 -3.68

Summary:
HOMO   0.5 eV
Net charge   -2
ΔE to the lowest compared entry with this formula, charge and spin   0.00 kcal/mol
LUMO level   3.619 eV
Calculated total energy   -168522.5296 eV


Number 1: HOMO-LUMO gap 5.5 eV. Number 2: HOMO-LUMO gap 3.1 eV.